Entry from the OMol25 dataset: a 14-piece molecular cluster, C94H218N14O18 overall at a distorted geometry (ωB97M-V with the def2-TZVPD basis set).

## Properties
* Kohn-Sham gap: 8.486 eV
* lowest unoccupied orbital energy: 0.30 eV
* energy: -5832.6165 Ha

ORCA input file:
```
! wB97M-V def2-TZVPD RIJCOSX def2/J DEFGRID3
* xyz 0 1
C -4.495 -4.949 -1.016
C -3.696 -4.811 -2.317
C -4.729 -4.776 -3.478
O -5.517 -5.995 -3.570
C -6.512 -5.919 -4.579
N -2.892 -3.590 -2.375
H -5.261 -4.230 -0.819
H -3.851 -5.059 -0.139
H -5.109 -5.874 -1.048
H -3.160 -5.717 -2.393
H -4.252 -4.619 -4.442
H -5.334 -3.876 -3.270
H -6.066 -5.711 -5.553
H -7.265 -5.185 -4.334
H -6.996 -6.907 -4.692
H -2.222 -3.488 -1.637
H -2.473 -3.463 -3.283
C -4.804 2.109 0.844
C -5.345 3.398 1.463
C -6.400 3.016 2.570
O -7.615 2.429 2.005
C -8.776 2.508 2.791
N -4.276 4.072 2.151
H -4.005 2.237 0.099
H -5.446 1.479 0.292
H -4.347 1.519 1.624
H -5.794 3.945 0.694
H -6.619 3.830 3.293
H -6.048 2.204 3.251
H -8.987 3.529 3.176
H -8.570 1.884 3.683
H -9.611 2.110 2.190
H -3.406 4.276 1.657
H -4.665 4.923 2.562
C -5.789 -0.851 -2.073
C -5.449 -0.383 -3.476
C -4.207 0.468 -3.531
O -4.436 1.762 -2.966
C -3.366 2.630 -3.233
N -5.229 -1.548 -4.369
H -4.977 -1.467 -1.647
H -6.725 -1.442 -2.094
H -5.914 -0.022 -1.397
H -6.186 0.270 -3.907
H -4.041 0.626 -4.626
H -3.386 -0.138 -3.123
H -3.557 3.611 -2.801
H -3.233 2.807 -4.295
H -2.397 2.274 -2.874
H -5.151 -1.229 -5.322
H -4.418 -2.064 -4.100
C 3.772 3.605 -3.081
C 4.922 3.732 -2.051
C 5.908 2.648 -2.284
O 5.280 1.447 -2.050
C 5.711 0.207 -2.622
N 5.519 5.032 -1.995
H 4.135 3.727 -4.105
H 2.952 4.272 -2.775
H 3.383 2.524 -2.934
H 4.467 3.628 -1.078
H 6.875 2.651 -1.694
H 6.258 2.708 -3.335
H 6.724 -0.127 -2.379
H 5.616 0.329 -3.682
H 4.965 -0.523 -2.286
H 4.867 5.592 -1.482
H 5.643 5.452 -2.912
C 10.689 -8.508 -2.700
O 9.965 -7.428 -2.112
C 8.534 -7.612 -1.885
C 8.010 -6.235 -1.524
N 8.654 -5.724 -0.344
C 8.218 -4.420 0.024
C 6.839 -4.374 0.664
O 5.768 -4.424 -0.247
C 5.206 -3.185 -0.596
H 11.643 -8.089 -3.004
H 10.144 -8.906 -3.572
H 10.801 -9.301 -1.903
H 8.478 -8.381 -1.136
H 7.904 -7.939 -2.710
H 6.970 -6.377 -1.321
H 8.090 -5.598 -2.428
H 9.640 -5.785 -0.422
H 8.233 -3.645 -0.801
H 8.981 -4.044 0.722
H 6.772 -3.492 1.278
H 6.771 -5.233 1.338
H 4.139 -3.289 -0.939
H 5.720 -2.705 -1.405
H 5.111 -2.531 0.280
C 7.996 5.500 0.539
O 7.155 6.202 1.494
C 6.848 7.492 1.218
C 5.900 7.745 -0.013
N 4.646 7.010 0.031
C 3.454 7.921 0.198
C 2.184 7.153 0.056
O 2.377 6.091 1.034
C 1.565 4.945 0.801
H 8.147 4.513 0.931
H 9.004 6.009 0.535
H 7.590 5.503 -0.493
H 7.654 8.229 1.100
H 6.451 7.770 2.180
H 6.410 7.463 -1.000
H 5.766 8.797 -0.036
H 4.579 6.213 0.676
H 3.424 8.623 -0.622
H 3.555 8.493 1.123
H 2.141 6.633 -0.887
H 1.322 7.775 0.259
H 1.639 4.311 1.689
H 1.903 4.381 -0.093
H 0.511 5.203 0.714
C -3.238 -3.132 -8.846
O -2.510 -3.707 -7.802
C -3.173 -4.641 -6.969
C -2.195 -5.305 -6.009
N -1.424 -4.301 -5.326
C -0.483 -4.777 -4.303
C 0.214 -3.571 -3.710
O 0.546 -3.807 -2.307
C 1.767 -4.469 -2.011
H -4.045 -2.445 -8.547
H -3.678 -3.885 -9.549
H -2.503 -2.467 -9.341
H -3.644 -5.335 -7.653
H -3.945 -4.046 -6.419
H -1.512 -6.020 -6.565
H -2.887 -5.953 -5.416
H -1.102 -3.627 -5.973
H 0.179 -5.516 -4.667
H -1.073 -5.252 -3.543
H -0.448 -2.704 -3.693
H 1.091 -3.194 -4.215
H 1.743 -4.592 -0.906
H 2.573 -3.751 -2.264
H 1.838 -5.469 -2.454
C -2.580 4.892 -0.776
O -2.282 5.785 0.360
C -2.980 7.023 0.248
C -2.823 7.748 1.618
N -3.663 7.108 2.725
C -3.609 7.960 3.935
C -4.313 7.196 5.089
O -5.568 6.771 4.635
C -6.094 5.903 5.644
H -3.712 4.922 -0.963
H -2.152 3.886 -0.649
H -2.078 5.356 -1.617
H -4.031 6.841 -0.015
H -2.589 7.657 -0.523
H -3.107 8.778 1.351
H -1.787 7.796 1.990
H -4.602 7.079 2.429
H -4.116 8.912 3.697
H -2.553 8.192 4.196
H -4.282 7.957 5.882
H -3.682 6.381 5.352
H -6.287 6.386 6.570
H -5.479 4.974 5.695
H -7.086 5.593 5.255
C -6.313 -4.642 2.506
C -5.372 -3.705 3.370
C -4.531 -2.769 2.564
C -5.305 -1.694 1.817
C -6.077 -0.924 2.907
C -6.838 -1.797 3.957
N -6.037 -2.929 4.388
O -6.881 -3.757 5.186
C -7.043 -0.914 5.146
C -8.204 -2.177 3.325
C -4.456 -4.705 4.096
H -5.725 -5.153 1.772
H -6.978 -3.979 2.013
H -6.774 -5.470 3.043
H -3.829 -2.286 3.278
H -3.945 -3.373 1.808
H -6.017 -2.081 1.101
H -4.660 -1.018 1.278
H -6.775 -0.212 2.491
H -5.362 -0.265 3.388
H -7.859 -1.316 5.742
H -6.130 -0.725 5.694
H -7.534 -0.036 4.715
H -8.807 -1.248 3.284
H -8.017 -2.495 2.316
H -8.742 -2.905 3.917
H -3.876 -5.274 3.389
H -5.051 -5.388 4.688
H -3.719 -4.168 4.694
H -6.536 -3.785 6.080
C 2.329 -5.869 1.521
C 2.935 -5.381 2.868
C 3.477 -3.999 2.696
C 2.405 -2.918 2.675
C 1.470 -3.084 3.843
C 0.907 -4.508 4.064
N 2.043 -5.442 4.033
O 1.459 -6.787 4.128
C 0.308 -4.542 5.506
C -0.319 -4.728 3.141
C 4.121 -6.306 3.161
H 1.957 -6.874 1.663
H 3.071 -5.817 0.724
H 1.515 -5.256 1.188
H 4.318 -3.884 3.467
H 4.010 -4.023 1.730
H 1.826 -2.935 1.757
H 2.867 -1.901 2.714
H 0.606 -2.363 3.855
H 2.088 -2.918 4.785
H -0.453 -3.743 5.558
H -0.112 -5.551 5.700
H 1.054 -4.225 6.239
H -1.150 -4.127 3.577
H -0.154 -4.462 2.090
H -0.627 -5.758 3.177
H 4.776 -6.434 2.310
H 3.755 -7.325 3.378
H 4.658 -5.902 4.024
H 1.984 -7.142 4.867
C 3.921 1.366 3.404
C 4.972 2.210 2.641
C 5.994 2.812 3.631
C 6.997 1.765 4.168
C 7.619 0.885 3.011
C 6.548 0.441 2.001
N 5.705 1.517 1.583
O 4.696 1.010 0.658
C 7.269 -0.057 0.727
C 5.835 -0.834 2.568
C 4.119 3.347 1.913
H 3.153 1.001 2.706
H 3.442 2.006 4.119
H 4.415 0.540 3.865
H 6.565 3.511 3.039
H 5.494 3.368 4.373
H 6.465 1.084 4.868
H 7.914 2.080 4.638
H 8.128 0.015 3.390
H 8.310 1.564 2.445
H 7.789 0.769 0.218
H 8.043 -0.745 1.054
H 6.498 -0.475 0.047
H 4.949 -1.080 1.964
H 6.598 -1.625 2.513
H 5.499 -0.732 3.594
H 3.715 3.935 2.709
H 3.265 2.921 1.395
H 4.697 4.040 1.310
H 4.909 1.342 -0.229
C -1.795 -1.422 1.630
C -1.165 -0.510 0.539
C -1.062 0.934 1.020
C -0.176 1.791 0.137
C 1.202 1.187 -0.014
C 1.148 -0.214 -0.532
N 0.231 -0.939 0.294
O 0.189 -2.353 -0.055
C 0.859 -0.145 -2.065
C 2.484 -0.910 -0.446
C -2.152 -0.551 -0.634
H -1.195 -1.434 2.527
H -2.021 -2.463 1.333
H -2.748 -0.996 1.981
H -2.096 1.306 1.096
H -0.683 0.898 2.036
H -0.010 2.774 0.563
H -0.636 1.851 -0.860
H 1.810 1.246 0.849
H 1.600 1.761 -0.855
H 0.897 -1.181 -2.447
H -0.111 0.380 -2.338
H 1.694 0.402 -2.468
H 2.483 -1.868 -1.007
H 3.260 -0.134 -0.794
H 2.649 -1.062 0.646
H -3.154 -0.563 -0.232
H -2.063 -1.475 -1.283
H -2.045 0.371 -1.218
H 0.184 -2.293 -1.048
C -0.732 4.332 5.952
C -0.724 3.696 4.580
C 0.483 2.813 4.495
C 0.559 1.599 5.348
C -0.729 0.741 5.033
C -1.999 1.597 5.034
N -1.886 2.863 4.230
O -2.998 3.651 4.627
C -3.107 0.693 4.359
C -2.440 1.690 6.511
C -0.665 4.832 3.619
H -1.176 3.679 6.711
H -1.349 5.232 5.874
H 0.296 4.533 6.346
H 0.609 2.461 3.491
H 1.445 3.307 4.730
H 0.682 1.738 6.429
H 1.404 0.968 4.932
H -0.830 -0.118 5.689
H -0.630 0.371 3.962
H -3.098 0.746 3.273
H -2.958 -0.352 4.728
H -4.128 1.069 4.580
H -3.188 2.472 6.718
H -2.790 0.668 6.689
H -1.549 1.839 7.124
H 0.147 5.481 3.935
H -1.614 5.323 3.650
H -0.544 4.397 2.636
H -3.499 3.860 3.825
C -1.102 -0.082 -5.776
C 0.069 0.466 -6.615
C 0.786 -0.708 -7.341
C 0.040 -1.218 -8.573
C -0.413 -0.057 -9.455
C -1.074 1.100 -8.763
N -0.284 1.510 -7.609
O -1.103 2.464 -6.892
C -1.117 2.326 -9.687
C -2.512 0.600 -8.409
C 1.019 1.127 -5.645
H -1.894 0.631 -5.571
H -0.790 -0.542 -4.807
H -1.545 -0.898 -6.307
H 1.725 -0.308 -7.745
H 1.041 -1.504 -6.647
H -0.741 -1.897 -8.261
H 0.805 -1.835 -9.161
H -1.028 -0.405 -10.266
H 0.408 0.389 -10.031
H -0.092 2.677 -9.827
H -1.390 1.919 -10.622
H -1.661 3.194 -9.315
H -2.395 -0.358 -7.902
H -2.916 1.389 -7.772
H -3.088 0.495 -9.281
H 0.614 1.916 -5.048
H 1.886 1.496 -6.179
H 1.365 0.313 -5.028
H -0.574 3.255 -6.798
*
```